P | Entry from the OMol25 dataset: a molecular structure, CHNO3S (ωB97M-V/def2-TZVPD).

Results
Charge: 0
Kohn-Sham gap: 0.348 Eh

Last column: natural (NBO) charge in e.
Atoms and positions in Å:
C 2.9699 -0.1346 -0.1387  0.3555
N 1.2430 -0.6548 -0.7731  0.3806
O 1.9128 0.5497 -0.7128  -0.3272
O 2.2492 -1.3035 -0.1004  -0.3115
O -0.1173 -0.6344 0.3468  -0.6277
S 4.4731 0.2491 0.1703  0.0724
H -0.6824 0.0134 -0.1001  0.4580

Q | Entry from the OMol25 dataset: a molecular structure, CHNO3S (ωB97M-V/def2-TZVPD).

Results
Charge: 0
Kohn-Sham gap: 0.314 Eh

Last column: natural (NBO) charge in e.
Atoms and positions in Å:
C -1.1966 0.0895 0.0802  0.3486
N 0.5483 -0.7082 0.3526  0.3834
O -0.2973 -0.0952 1.1523  -0.3069
O -0.3384 -0.6430 -0.7439  -0.3285
O 1.8115 0.6554 -0.2200  -0.6649
S -2.6412 0.7509 0.1754  0.1270
H 2.1136 -0.0494 -0.7967  0.4412

Which structure wins on stability? P wins.

P | Entry from the OMol25 dataset: 2 unconnected molecules or ions with the total composition C9H13NO2 (ωB97M-V/def2-TZVPD).

Results
Charge: 0
SMILES: Cc1ccc(O)cc1.CC(N)=O
Kohn-Sham gap: 0.325 Eh

Last column: natural (NBO) charge in e.
Atoms and positions in Å:
C 2.0312 2.9666 -2.9756  -0.6402
C 1.0609 2.2328 -1.9839  -0.0067
C -0.1689 1.7242 -2.6257  -0.2002
C -0.9538 0.6556 -2.0947  -0.2536
C -0.5070 0.1911 -0.8323  0.2871
O -1.3507 -0.8503 -0.3224  -0.7424
C 0.4636 0.9254 -0.0750  -0.2652
C 1.3102 1.9263 -0.6331  -0.2315
H 2.7956 3.3837 -2.3451  0.2093
H 1.5113 3.9059 -3.3972  0.2266
H 2.3742 2.1399 -3.5481  0.2304
H -0.4436 2.0560 -3.6078  0.2037
H -1.6186 0.0509 -2.7174  0.2321
H -0.8856 -1.5582 0.2479  0.5025
H 0.5117 0.5455 1.0563  0.2145
H 2.1208 2.3026 -0.1194  0.2148
C -0.5867 -3.3631 3.2988  -0.7289
C -0.3957 -2.1171 2.4577  0.6798
N -1.0300 -0.9078 2.9189  -0.8322
O 0.4315 -2.2388 1.6163  -0.5935
H -1.6698 -3.6602 3.2512  0.2244
H -0.6076 -3.1856 4.3092  0.2279
H -0.0856 -4.4009 2.9429  0.2562
H -1.2180 -0.1842 2.3330  0.4023
H -1.7432 -1.1788 3.5940  0.3828

Q | Entry from the OMol25 dataset: 2 unconnected molecules or ions with the total composition C9H13NO2 (ωB97M-V/def2-TZVPD).

Results
Charge: 0
SMILES: Cc1ccc(O)cc1.CC(N)=O
Kohn-Sham gap: 0.328 Eh

Last column: natural (NBO) charge in e.
Atoms and positions in Å:
C 0.9818 1.6154 -2.0436  -0.6217
C 1.7488 0.8220 -1.0051  -0.0610
C 1.9261 1.4710 0.2083  -0.1678
C 2.7153 0.8482 1.1983  -0.3038
C 3.1779 -0.4210 0.9236  0.3060
O 4.0359 -0.9646 1.8355  -0.6950
C 2.9532 -1.1744 -0.2591  -0.2659
C 2.3380 -0.4190 -1.2202  -0.1866
H 1.0884 1.2297 -3.0516  0.2180
H 1.4363 2.5989 -2.0598  0.2139
H -0.0358 1.7165 -1.6598  0.2169
H 1.3995 2.3992 0.4009  0.2052
H 3.0138 1.3920 2.0801  0.2093
H 4.4312 -0.3525 2.4435  0.4817
H 3.3175 -2.1806 -0.1160  0.2428
H 2.0945 -0.8751 -2.1842  0.2082
C -3.8818 0.2383 -0.0728  -0.6935
C -4.0047 -1.2290 0.2876  0.6623
N -4.3062 -1.8526 1.5053  -0.8353
O -4.2026 -1.9650 -0.6747  -0.6313
H -3.4695 0.7697 0.7798  0.2127
H -4.9674 0.4225 -0.1116  0.2455
H -3.4360 0.2996 -1.0487  0.2551
H -4.2929 -2.8543 1.4141  0.4024
H -4.0613 -1.5350 2.4301  0.3821

R | Entry from the OMol25 dataset: 2 unconnected molecules or ions with the total composition C9H13NO2 (ωB97M-V/def2-TZVPD).

Results
Charge: 0
SMILES: Cc1ccc(O)cc1.CC(N)=O
Kohn-Sham gap: 0.345 Eh

Last column: natural (NBO) charge in e.
Atoms and positions in Å:
C -2.2721 -1.9225 -2.5912  -0.6456
C -2.0022 -0.8532 -1.5889  -0.0404
C -1.3346 -1.2154 -0.4151  -0.1819
C -1.0327 -0.2214 0.5158  -0.2722
C -1.4166 1.0856 0.3232  0.2698
O -1.0285 2.0890 1.2095  -0.6908
C -2.0908 1.4827 -0.8383  -0.2560
C -2.2461 0.4985 -1.8053  -0.1925
H -2.8510 -1.6013 -3.4461  0.2221
H -2.9060 -2.6952 -2.1608  0.2221
H -1.4410 -2.6283 -2.7391  0.2288
H -1.1097 -2.2413 -0.1680  0.2105
H -0.5120 -0.5270 1.4182  0.2097
H -1.2250 1.7505 2.0853  0.4765
H -2.1206 2.5160 -1.1378  0.2291
H -2.4824 0.6201 -2.8630  0.2114
C 2.6932 -0.1056 2.4154  -0.7190
C 3.6498 0.2359 1.3099  0.6676
N 3.2567 1.2362 0.4787  -0.8222
O 4.7440 -0.2829 1.2319  -0.6103
H 2.4877 -1.1838 2.4163  0.2397
H 1.7729 0.4689 2.3325  0.2032
H 3.0988 -0.0062 3.4226  0.2464
H 3.9678 1.7484 -0.0207  0.4005
H 2.4004 1.7524 0.6152  0.3936

Which structure wins on stability? R wins.

P | Entry from the OMol25 dataset: 2 unconnected molecules or ions with the total composition C9H13NO2 (ωB97M-V/def2-TZVPD).

Results
Charge: 0
SMILES: Cc1ccc(O)cc1.CC(N)=O
Kohn-Sham gap: 0.336 Eh

Last column: natural (NBO) charge in e.
Atoms and positions in Å:
C 1.3233 2.7406 -3.5936  -0.6291
C 0.6337 2.0956 -2.4200  -0.0504
C -0.1524 2.8869 -1.5635  -0.1835
C -0.7534 2.2813 -0.4857  -0.2676
C -0.5879 0.8895 -0.3349  0.2945
O -1.0977 0.3132 0.8006  -0.7045
C 0.0645 0.0932 -1.2402  -0.2675
C 0.7652 0.7253 -2.2742  -0.1770
H 0.7931 3.4960 -4.1248  0.2164
H 1.5967 2.0022 -4.3401  0.2127
H 2.2709 3.2162 -3.3179  0.2144
H -0.0845 3.9337 -1.8301  0.2177
H -1.4038 2.6696 0.2854  0.2078
H -1.7967 0.7708 1.2726  0.4865
H 0.0627 -0.9786 -1.0960  0.2164
H 1.4543 0.2035 -2.9212  0.2135
C -1.0915 -2.2049 3.3322  -0.7267
C 0.0952 -2.7681 2.5671  0.6833
N -0.0790 -2.9908 1.2262  -0.8263
O 1.0968 -3.1245 3.1466  -0.6167
H -2.0616 -2.0700 2.8654  0.2132
H -0.7102 -1.2874 3.7776  0.2400
H -1.2187 -2.9344 4.1241  0.2406
H 0.7845 -3.1270 0.7328  0.3983
H -0.8718 -2.5643 0.7825  0.3937

Q | Entry from the OMol25 dataset: 2 unconnected molecules or ions with the total composition C9H13NO2 (ωB97M-V/def2-TZVPD).

Results
Charge: 0
SMILES: Cc1ccc(O)cc1.CC(N)=O
Kohn-Sham gap: 0.351 Eh

Last column: natural (NBO) charge in e.
Atoms and positions in Å:
C 2.8673 2.5530 1.4027  -0.6301
C 1.5578 1.8288 1.3785  -0.0516
C 0.4517 2.3492 0.7179  -0.1818
C -0.7905 1.7264 0.8100  -0.2737
C -0.9051 0.5262 1.4864  0.2823
O -2.0750 -0.2137 1.4138  -0.7008
C 0.1757 -0.0241 2.1531  -0.2584
C 1.3722 0.6839 2.1520  -0.1852
H 3.1179 3.0453 0.4631  0.2168
H 3.7147 1.8770 1.5317  0.2148
H 2.9647 3.3050 2.1836  0.2216
H 0.4999 3.2392 0.1079  0.2095
H -1.6477 2.1658 0.3025  0.2157
H -2.8550 0.3011 1.6475  0.4835
H 0.1018 -0.9299 2.7270  0.2295
H 2.2638 0.2950 2.6171  0.2096
C -1.2348 -1.7386 -1.4776  -0.7229
C -0.6116 -2.3637 -2.7003  0.6741
N 0.1562 -1.5134 -3.4530  -0.8370
O -0.7999 -3.5104 -3.0506  -0.6088
H -1.8500 -2.4939 -1.0051  0.2440
H -2.0037 -1.0650 -1.8473  0.2311
H -0.5192 -1.2934 -0.7971  0.2335
H 0.7962 -1.8939 -4.1287  0.3983
H 0.3322 -0.5620 -3.1791  0.3861

Which structure wins on stability? Q wins.

P | Entry from the OMol25 dataset: a single C12H22O molecule (ωB97M-V/def2-TZVPD).

Results
Charge: 0
SMILES: C[C@@H]1CCC[C@@]2(C)CCCC[C@@]12O
Kohn-Sham gap: 0.384 Eh

Last column: natural (NBO) charge in e.
Atoms and positions in Å:
C -2.7171 0.1446 -0.6659  -0.6150
C -1.3516 -0.4987 -0.8672  -0.2772
C -1.1682 -1.6298 0.0856  -0.4049
C -1.2113 -1.0597 1.6027  -0.4028
C -0.5528 0.3877 1.6631  -0.4062
C 0.5108 0.8444 0.5999  -0.0798
C 0.6585 2.3752 0.7580  -0.5878
C 1.8773 0.2420 0.8282  -0.4118
C 2.0354 -1.1841 0.2635  -0.4062
C 1.7120 -1.2557 -1.2524  -0.4099
C 1.0611 0.0565 -1.6840  -0.4256
C -0.1273 0.5700 -0.8298  0.3073
O -0.5645 1.8269 -1.2619  -0.7290
H -3.5581 -0.5407 -0.9658  0.2113
H -2.9340 0.5388 0.3916  0.2082
H -2.9259 0.9799 -1.3551  0.2147
H -1.3526 -0.9969 -1.8692  0.2062
H -0.1767 -2.1035 -0.0714  0.2106
H -1.9790 -2.4284 0.0150  0.2128
H -2.2475 -0.9988 1.9862  0.2069
H -0.6392 -1.8278 2.2553  0.1991
H -1.4224 1.0088 1.4923  0.2013
H -0.2849 0.5466 2.7277  0.2131
H 1.1494 2.7785 -0.1605  0.2242
H 1.4461 2.5006 1.6237  0.1922
H -0.2553 2.9280 1.0565  0.2216
H 2.1938 0.2227 1.8794  0.2213
H 2.7075 0.8311 0.4232  0.2054
H 1.4809 -1.9314 0.8141  0.2016
H 3.1139 -1.4865 0.3692  0.2084
H 1.0852 -2.1369 -1.4654  0.2014
H 2.6168 -1.3316 -1.8315  0.2110
H 1.8131 0.8622 -1.5705  0.2040
H 0.8570 0.0239 -2.7610  0.2034
H -0.8507 1.7422 -2.2234  0.4705

Q | Entry from the OMol25 dataset: 4 unconnected molecules or ions with the total composition C12H22O (ωB97M-V/def2-TZVPD).

Results
Charge: 0
Kohn-Sham gap: 0.319 Eh

Last column: natural (NBO) charge in e.
Atoms and positions in Å:
C -0.8286 -2.5694 -0.5649  -0.6521
C -1.3982 -1.0862 -0.0714  -0.3137
C -2.1703 -0.8311 1.2584  -0.4478
C -1.1438 -0.6526 2.2494  -0.3970
C -0.0824 0.5484 2.0749  -0.4121
C 0.5616 0.4572 0.6055  -0.0445
C 1.9052 -0.2665 0.6956  -0.6292
C 1.1568 1.8788 0.2180  -0.4478
C 1.8441 1.6761 -1.1285  -0.4337
C 0.9589 1.2480 -2.3304  -0.4200
C 0.1139 -0.0461 -1.8773  -0.4458
C -0.5033 0.2063 -0.4379  0.2624
H 0.8463 -2.6833 -0.6182  0.2359
H -1.5822 -3.3076 0.5844  0.2467
H -1.5665 -2.7586 -2.0405  0.2422
H -2.1467 -1.1455 -0.9951  0.2182
H -2.8178 -1.5694 1.7706  0.2283
H -2.9202 0.0470 1.1787  0.2154
H -1.9272 -0.6729 3.0869  0.2166
H -0.4131 -1.5946 2.2178  0.1920
H -0.9118 1.2662 1.9035  0.2143
H 0.5999 0.7329 2.8181  0.2144
H 1.6829 -1.2844 1.0970  0.1947
H 2.4787 0.0553 1.4700  0.2158
H 2.3810 -0.5642 -0.3410  0.2201
H 1.8320 2.3885 1.0173  0.2158
H 0.1117 2.3969 -0.0322  0.2661
H 2.3704 2.6918 -1.2353  0.2127
H 2.7328 1.1925 -1.1481  0.1974
H 1.9531 0.8974 -3.0059  0.2245
H 0.1737 2.0533 -2.7127  0.2323
H -0.8325 -0.2555 -2.6307  0.2013
H 0.6371 -1.0752 -1.7835  0.2333
H -1.9275 1.1978 -0.8603  0.4718
O -1.1680 1.4289 -0.4321  -0.7284

Which structure wins on stability? P wins.